No. 1
Computed, not measured: a cluster of 8 separate species, C57H53Br3ClF7NO3 in total, with ωB97M-V/def2-TZVPD.

XYZ file:
```
125
Properties=species:S:1:pos:R:3:forces:R:3
C -3.18297 5.21683 1.71796 1.030 -9.837 2.362
C -2.87374 3.87211 2.06506 -2.308 8.346 -2.271
C -2.60724 2.26369 2.37906 -0.749 0.758 -1.017
C -3.21192 1.80034 3.86888 0.653 1.471 -1.508
C -2.17869 2.10369 5.09733 0.443 0.597 1.053
C -0.87521 3.04064 4.68624 -1.415 6.956 0.650
O -0.95445 4.38147 4.80232 1.201 -9.805 -1.111
Cl 0.67707 2.17619 4.06213 -2.313 1.189 0.918
O -4.37006 2.73078 4.08906 -0.232 -2.593 -0.728
C -5.57891 2.23752 3.41869 -1.372 -0.305 0.818
C -6.75061 3.40702 3.63837 1.303 1.430 -0.774
C -7.69134 3.63448 2.30287 -5.097 -4.838 0.639
O -8.75506 2.83121 2.14478 7.195 5.573 0.713
Br -7.19299 5.12797 1.01485 -0.617 -1.836 1.487
C -6.08906 0.91833 4.29458 -2.119 2.122 -0.228
C -7.34799 0.11772 3.61538 -0.855 0.674 0.234
N -4.89541 0.05683 4.64814 0.676 0.530 0.467
C -3.69781 0.25285 3.69533 0.510 -1.391 -0.716
C -2.57782 -0.89893 4.00259 2.516 -1.324 -3.123
Br -2.47905 -1.65998 5.89344 -0.267 1.049 -2.058
C -1.62189 -1.49155 3.00871 -2.080 0.732 3.173
C -0.49721 -2.65126 3.34937 0.794 0.678 -1.359
Br -1.65367 -0.88414 1.06118 -0.396 -0.785 2.612
H -3.79580 6.19107 1.41061 1.932 -2.657 0.866
H -3.25255 1.68349 1.55901 1.465 1.413 1.707
H -1.50078 1.92471 2.20860 -2.073 0.906 0.453
H -1.75121 1.17288 5.65553 -0.839 1.440 -1.398
H -2.76344 2.73693 5.92332 1.286 -1.161 -1.999
H -5.41960 1.96975 2.27707 -0.273 0.671 2.306
H -7.39799 3.22533 4.59795 1.055 0.186 -2.145
H -6.13913 4.41816 3.79069 -1.293 -2.234 -0.277
H -6.48424 1.37152 5.32508 1.064 -1.089 -2.214
H -8.32704 0.49666 4.18293 2.198 -0.877 -1.297
H -7.29824 -1.03881 3.79410 0.038 2.153 -0.521
H -7.53459 0.41115 2.47374 0.718 -0.877 2.540
H -4.55049 0.40464 5.59278 -0.571 -1.155 -1.145
H -5.21619 -0.93995 4.67242 0.714 0.882 0.322
H -4.13921 -0.00405 2.61562 1.201 0.858 2.271
H 0.45297 -2.37610 2.68095 -2.316 -0.575 1.630
H -0.11655 -2.64966 4.45542 -1.260 0.018 -2.071
H -0.83049 -3.72714 2.96175 0.389 2.470 1.050
F 1.28488 -2.01620 0.98077 -0.166 -0.372 0.270
C 2.00922 -1.35267 0.06990 1.016 0.862 -1.212
C 3.24530 -1.85622 -0.32024 -0.133 -0.064 0.107
C 3.99752 -1.16838 -1.27240 -0.322 0.230 0.021
C 3.50954 0.02236 -1.81628 -0.036 -0.143 0.109
C 2.26996 0.52229 -1.41448 0.207 -0.268 -0.024
C 1.51312 -0.17159 -0.47068 0.014 -0.110 0.105
H 3.61183 -2.77815 0.11925 -0.058 0.073 -0.038
H 4.96164 -1.55779 -1.58988 -0.187 0.061 0.128
H 4.09859 0.56086 -2.55561 -0.112 -0.093 0.149
H 1.89408 1.45139 -1.83614 0.213 -0.647 0.263
H 0.54357 0.19800 -0.15363 0.200 0.008 -0.050
F 7.20273 -1.69134 -2.38921 -0.059 0.226 0.301
C 7.37243 -2.46406 -3.47028 0.192 -0.767 -1.049
C 8.50888 -3.25897 -3.57156 -0.058 0.037 0.052
C 8.68348 -4.06756 -4.69463 -0.313 0.241 0.025
C 7.72390 -4.06390 -5.70999 0.005 0.056 0.066
C 6.58907 -3.25873 -5.60141 0.325 -0.105 0.232
C 6.40938 -2.45882 -4.47319 -0.023 0.068 0.117
H 9.24753 -3.24247 -2.77684 -0.100 0.012 -0.057
H 9.56471 -4.69855 -4.77974 -0.281 0.277 0.138
H 7.86268 -4.69137 -6.58783 -0.022 0.147 0.210
H 5.84561 -3.25445 -6.39485 0.108 0.021 0.171
H 5.52888 -1.83363 -4.36836 0.085 -0.021 0.007
F 10.20273 -5.79442 -6.44613 0.054 0.097 0.165
C 10.37243 -6.56713 -7.52720 0.214 -0.835 -1.158
C 11.50888 -7.36205 -7.62848 -0.019 0.044 0.092
C 11.68348 -8.17064 -8.75155 -0.417 0.228 -0.079
C 10.72390 -8.16698 -9.76692 0.026 0.022 0.064
C 9.58907 -7.36180 -9.65834 0.328 -0.082 0.242
C 9.40938 -6.56189 -8.53011 0.015 0.058 0.115
H 12.24753 -7.34555 -6.83377 -0.095 0.021 -0.054
H 12.56471 -8.80163 -8.83666 -0.152 0.147 0.048
H 10.86268 -8.79444 -10.64476 -0.033 0.131 0.176
H 8.84561 -7.35752 -10.45178 0.119 0.014 0.183
H 8.52888 -5.93671 -8.42529 0.100 -0.044 -0.019
F -14.54685 2.53783 0.56907 -0.127 -0.027 0.085
C -13.40979 2.74204 -0.10918 0.855 0.158 -0.516
C -12.18931 2.58865 0.53932 -0.038 -0.017 0.018
C -11.00506 2.79617 -0.16785 -0.261 0.055 -0.367
C -11.05486 3.16581 -1.51420 -0.069 -0.025 0.069
C -12.28490 3.32219 -2.15489 0.107 -0.102 0.374
C -13.46858 3.10372 -1.45047 -0.060 0.000 0.021
H -12.17036 2.30925 1.58766 -0.046 0.020 -0.096
H -10.04563 2.67120 0.32795 -0.319 0.057 -0.101
H -10.13101 3.33191 -2.06418 -0.175 -0.028 0.089
H -12.32123 3.61395 -3.20172 -0.039 -0.069 0.198
H -14.43315 3.21211 -1.93523 0.076 -0.008 0.094
F 5.69310 -9.63351 -1.51455 -0.134 -0.115 0.168
C 6.41744 -8.96998 -2.42542 0.606 0.540 -0.756
C 7.65351 -9.47352 -2.81556 -0.025 -0.049 0.049
C 8.40574 -8.78569 -3.76772 -0.402 0.273 0.066
C 7.91776 -7.59495 -4.31160 0.009 -0.058 0.013
C 6.67818 -7.09502 -3.90980 0.193 -0.345 0.106
C 5.92133 -7.78889 -2.96600 -0.018 -0.044 0.056
H 8.02005 -10.39545 -2.37607 -0.083 0.083 -0.028
H 9.36986 -9.17510 -4.08519 -0.177 0.044 0.084
H 8.50681 -7.05645 -5.05093 -0.123 -0.098 0.151
H 6.30230 -6.16592 -4.33145 0.061 -0.152 0.087
H 4.95179 -7.41931 -2.64895 0.089 -0.065 0.006
F 1.31134 3.13337 -2.28252 -0.248 0.031 -0.278
C 1.38160 4.43181 -1.96044 0.079 1.496 0.349
C 1.60911 5.37298 -2.95848 -0.012 -0.112 -0.033
C 1.67723 6.72549 -2.62431 -0.072 -0.225 0.416
C 1.52779 7.12109 -1.29280 -0.005 -0.050 -0.053
C 1.30481 6.16839 -0.29752 0.041 -0.003 -0.408
C 1.22562 4.81716 -0.63360 -0.006 -0.121 -0.063
H 1.73108 5.04631 -3.98603 -0.026 -0.002 0.110
H 1.84697 7.46985 -3.39831 -0.017 -0.180 0.124
H 1.58544 8.17571 -1.03199 -0.006 -0.216 -0.047
H 1.19290 6.47831 0.73869 0.004 -0.100 -0.187
H 1.04395 4.06414 0.12606 0.039 0.036 -0.072
F -5.17442 7.26051 9.79163 -0.065 0.026 0.069
C -4.41644 6.82746 8.77549 0.558 -0.297 -0.699
C -4.90954 6.89456 7.47703 -0.104 0.013 -0.003
C -4.11865 6.44853 6.41820 0.210 -0.109 0.504
C -2.84639 5.92972 6.67113 -0.026 -0.008 -0.157
C -2.36237 5.86187 7.97843 -0.431 0.129 -0.140
C -3.14903 6.31828 9.03574 -0.034 -0.014 0.096
H -5.90336 7.29288 7.30063 0.096 0.009 0.080
H -4.49191 6.50391 5.39861 0.053 0.023 0.160
H -2.23163 5.57782 5.84541 -0.263 0.207 0.319
H -1.37348 5.45388 8.17324 -0.153 0.119 -0.009
H -2.78495 6.28121 10.05711 -0.085 0.029 -0.078
```
Forces are in eV/Å.

Calculated values
- F_max (eV/A) = 10.17
- LUMO energy (eV) = -3.41
- net charge = +1
- orbital gap (eV) = 6.70

Results of the Löwdin charge analysis, in e, for atoms 1 through 5: 0.078 -0.049 -0.128 -0.312 -0.050

***

No. 2
Computed, not measured: a structure of composition C57H54Cl2CrN5O3P3Se2, with ωB97M-V/def2-TZVPD.

XYZ file:
```
127
Properties=species:S:1:pos:R:3:forces:R:3
Cr -0.80286 0.99449 -0.30921 -1.238 -0.038 0.142
C 4.89330 -4.40617 1.70428 -0.060 0.039 -0.008
C 4.53674 -3.59974 0.44239 0.074 -0.024 -0.037
C 5.68445 -3.70431 -0.58167 -0.025 0.002 0.016
C 3.27436 -4.15829 -0.17834 -0.008 0.029 0.055
C 3.23038 -5.50389 -0.52895 -0.020 0.053 0.001
C 2.10976 -6.06922 -1.10270 -0.008 -0.097 -0.027
C 1.00072 -5.27746 -1.33204 0.007 -0.006 0.032
C 0.99908 -3.92773 -1.00314 0.043 0.261 0.096
P -0.49045 -2.88572 -1.32666 -0.055 -0.229 -0.098
C -0.96397 -3.71009 -2.91069 0.075 0.055 0.018
C -2.06876 -4.52645 -3.12305 0.076 -0.020 -0.011
C -2.27357 -5.12837 -4.35985 -0.052 0.041 -0.001
C -1.38132 -4.92010 -5.39771 -0.016 0.027 -0.035
C -0.27252 -4.10908 -5.19425 0.033 0.056 -0.007
C -0.07053 -3.50771 -3.96466 -0.097 0.087 0.003
C -1.65891 -3.67639 -0.14163 0.055 0.185 0.123
C -1.23559 -4.44036 0.94549 -0.038 -0.056 -0.031
C -2.14950 -4.93572 1.86828 0.029 0.019 0.011
C -3.50363 -4.68175 1.71643 -0.008 0.033 0.041
C -3.93719 -3.90614 0.64854 -0.062 0.021 0.001
C -3.02268 -3.39096 -0.25633 0.069 0.131 0.010
C 2.15213 -3.37227 -0.43060 -0.015 -0.112 -0.096
O 2.11900 -2.01962 -0.14789 0.004 -0.020 0.047
C 3.20415 -1.42090 0.45312 0.030 0.068 0.110
C 3.10858 -0.03819 0.69590 -0.384 -0.294 0.035
C 4.18338 0.58564 1.32021 -0.051 0.028 0.036
C 5.30854 -0.12068 1.70508 0.073 0.024 0.029
C 5.38537 -1.46803 1.43507 -0.021 0.000 -0.001
C 4.34714 -2.13861 0.79662 -0.032 -0.013 0.005
P 1.74172 1.01109 -0.05120 0.786 0.346 -0.287
C 2.61975 1.18518 -1.64894 -0.088 0.024 -0.001
C 2.12578 0.50681 -2.75936 -0.006 0.038 0.082
C 2.84665 0.51085 -3.94662 -0.050 0.008 0.037
C 4.04142 1.20658 -4.03902 -0.031 -0.044 -0.064
C 4.53266 1.88620 -2.93425 0.068 0.032 0.039
C 3.83511 1.86081 -1.73879 -0.024 -0.004 -0.024
C 2.03437 2.54154 0.90834 0.064 -0.140 0.088
C 1.93132 2.43369 2.29632 0.119 0.033 -0.090
C 2.12532 3.53348 3.11048 0.062 -0.008 0.013
C 2.43403 4.76350 2.54302 -0.041 -0.035 0.017
C 2.53654 4.87870 1.16651 -0.048 0.075 -0.028
C 2.31708 3.77782 0.34595 0.015 -0.010 -0.041
H 5.03300 -5.46053 1.46802 0.012 -0.001 -0.004
H 4.09691 -4.32457 2.44587 0.004 -0.009 -0.001
H 5.81711 -4.04312 2.15328 0.009 -0.005 0.001
H 5.83214 -4.73929 -0.89292 0.016 0.003 0.012
H 6.61853 -3.33708 -0.15438 0.000 -0.008 -0.002
H 5.45623 -3.10905 -1.46698 0.006 -0.012 -0.002
H 4.10147 -6.12195 -0.35332 0.010 0.008 0.005
H 2.10423 -7.11705 -1.37379 -0.018 0.009 0.009
H 0.11389 -5.71101 -1.77664 0.001 0.015 -0.021
H -2.77016 -4.72197 -2.32507 -0.021 -0.006 0.035
H -3.13782 -5.76452 -4.50610 -0.002 0.012 -0.003
H -1.55339 -5.37301 -6.36565 0.018 -0.036 0.016
H 0.43274 -3.93881 -5.99778 -0.010 0.009 -0.005
H 0.79678 -2.87391 -3.81055 0.004 0.023 -0.033
H -0.18492 -4.67360 1.06496 0.000 0.006 0.010
H -1.79840 -5.53736 2.69807 -0.003 0.007 -0.001
H -4.21776 -5.08127 2.42566 -0.003 -0.020 -0.013
H -4.99457 -3.70900 0.51635 0.024 0.047 0.009
H -3.36782 -2.75350 -1.06385 -0.024 -0.009 -0.024
H 4.15516 1.64771 1.50835 -0.028 0.011 -0.007
H 6.12753 0.38925 2.19534 -0.015 0.006 -0.005
H 6.27569 -2.01498 1.71640 0.007 -0.007 -0.026
H 1.17600 -0.01343 -2.69853 -0.068 0.012 -0.041
H 2.46378 -0.02145 -4.80501 -0.062 -0.036 -0.070
H 4.59095 1.21959 -4.97185 -0.004 -0.004 0.003
H 5.46779 2.42803 -3.00271 -0.008 0.001 0.018
H 4.23957 2.36909 -0.87317 0.019 0.002 -0.009
H 1.70404 1.46930 2.73749 -0.014 0.044 0.045
H 2.02505 3.43430 4.18377 -0.007 0.014 -0.006
H 2.57494 5.63322 3.17214 0.023 -0.005 0.004
H 2.78250 5.83598 0.72432 -0.062 0.001 -0.027
H 2.35418 3.88529 -0.72953 0.005 0.008 0.005
Se -0.46357 3.01849 -1.69203 0.223 -0.060 0.206
P -1.28649 4.32248 0.62106 -0.189 0.241 -0.029
Se -1.26659 2.54539 1.92216 0.281 -0.235 -0.421
C -3.03277 4.49724 0.04928 0.020 -0.052 0.010
C -4.12340 4.06156 0.79367 -0.053 0.034 0.002
C -5.41127 4.16705 0.28465 -0.002 -0.010 0.023
C -5.62084 4.71486 -0.97385 0.017 -0.015 -0.053
C -4.53929 5.17638 -1.71074 -0.018 0.013 0.000
C -3.25320 5.06552 -1.20279 -0.012 -0.020 0.054
C -1.22956 5.75074 1.79899 0.080 -0.069 0.019
C -1.74136 5.70865 3.09364 0.048 0.023 -0.001
C -1.62712 6.80913 3.93009 -0.031 -0.013 0.020
C -0.99516 7.96346 3.48578 0.016 -0.004 -0.024
C -0.48875 8.01644 2.19565 -0.002 0.042 -0.009
C -0.60633 6.91530 1.35855 -0.040 -0.056 -0.023
H -3.95930 3.62825 1.77416 0.018 -0.053 -0.028
H -6.25628 3.82130 0.87043 0.012 0.016 0.012
H -6.62057 4.77287 -1.38580 -0.010 0.033 0.029
H -4.69609 5.60495 -2.69236 0.006 -0.006 -0.003
H -2.40626 5.39275 -1.79324 0.000 -0.026 -0.029
H -2.21917 4.80400 3.45027 0.007 -0.004 0.012
H -2.03414 6.76648 4.93319 0.021 -0.003 0.003
H -0.89381 8.81730 4.14366 -0.021 0.001 0.002
H 0.00270 8.91456 1.84211 -0.001 -0.007 -0.002
H -0.20863 6.95025 0.34986 0.045 0.015 0.020
C -0.38707 -1.34035 3.69420 -0.043 -0.072 -0.028
N -1.75897 -1.18231 3.23113 0.002 0.036 0.094
C -2.83365 -1.23946 4.20719 0.013 0.008 -0.015
C -1.94140 -0.62789 2.00579 -0.208 -0.079 -0.124
N -0.99464 -0.50557 1.13355 0.195 -0.083 -0.222
N -3.22472 -0.21148 1.72025 0.048 -0.038 0.155
C -3.62376 0.47651 0.58415 0.459 0.092 -0.109
N -4.98494 0.54924 0.42252 -0.143 -0.114 -0.092
N -2.78935 0.96423 -0.23441 -0.205 -0.084 1.197
H -0.39985 -1.59839 4.74892 -0.010 -0.013 -0.002
H 0.17505 -0.41019 3.57301 0.008 -0.001 -0.004
H 0.12262 -2.14420 3.15798 0.022 -0.012 -0.010
H -2.49979 -1.82730 5.05659 0.003 -0.013 0.002
H -3.70669 -1.75174 3.79956 -0.006 -0.050 0.002
H -3.12090 -0.24587 4.56780 -0.006 -0.006 -0.014
H -0.12756 -0.93041 1.43166 -0.005 -0.030 -0.001
H -3.93617 -0.39066 2.40311 0.020 -0.048 0.022
H -5.55667 0.62538 1.24785 0.015 0.000 0.018
H -5.27732 1.15524 -0.33001 0.014 0.079 0.059
H -3.19001 1.39416 -1.08003 -0.078 -0.020 -0.201
Cl -0.74443 0.26922 -5.26927 0.225 -0.059 0.057
C -2.32118 0.32519 -4.49221 -0.031 -0.025 0.179
Cl -3.21252 -1.20116 -4.73360 0.058 -0.074 0.014
C -2.29588 0.62390 -2.97461 0.066 -0.355 -0.042
O -3.30037 1.23607 -2.60295 -0.381 0.328 -0.978
O -1.33849 0.17355 -2.27798 0.545 0.207 0.195
H -2.89688 1.10512 -4.97326 -0.014 0.001 -0.015
```
Forces are in eV/Å.

Calculated values
- relative energy (zero: lowest compared OMol25 entry of this formula, charge and spin) (kcal/mol) = 19.0
- F_max (eV/A) = 1.25
- expectation value of S² = 6.108
- LUMO energy (alpha / beta) (eV) = 0.03 / 0.01
- multiplicity = 5
- net charge = 0
- orbital gap (alpha / beta) (eV) = 6.03 / 6.88

Results of the Löwdin charge analysis, in e, for atoms 1 through 5: 0.160 -0.020 -0.436 -0.011 -0.100

***

Question: Look up the net charge of the second one.
Answer: 0

***

Question: What is the net charge in the first record?
Answer: +1

***

Question: The lowest net charge belongs to which entry?
Answer: C57H54Cl2CrN5O3P3Se2

***

Question: The lowest net charge belongs to which entry?
Answer: C57H54Cl2CrN5O3P3Se2